Formula: C25H32F4N4ReSSe
Source: the Open Molecules 2025 dataset
Level of theory: wB97M-V/def2-TZVPD

The geometry in XYZ format:
```
68
Properties=species:S:1:pos:R:3:mulliken_spin:R:1
Re -1.08 -0.33 0.02 0.922
C -0.08 2.61 1.64 0.019
C -0.54 2.67 0.20 0.001
N -1.64 1.71 -0.19 -0.105
C -2.08 2.07 -1.59 0.019
C -1.01 1.97 -2.65 0.008
C -2.84 1.87 0.70 0.026
C -2.74 1.03 1.96 -0.010
N -2.11 -0.26 1.60 0.012
C -2.07 -1.33 2.54 0.003
C -1.50 -2.51 2.12 -0.001
F -0.98 -2.51 0.83 0.008
C -1.39 -3.64 2.89 -0.002
F -0.83 -4.72 2.37 0.000
C -1.88 -3.62 4.18 -0.006
C -2.45 -2.45 4.64 0.003
F -2.93 -2.38 5.87 0.000
C -2.56 -1.32 3.84 -0.006
F -3.12 -0.23 4.36 0.000
H 0.83 3.20 1.73 0.000
H 0.16 1.59 1.96 -0.001
H -0.81 3.03 2.33 0.002
H 0.29 2.46 -0.47 0.002
H -0.92 3.67 -0.03 0.002
H -2.48 3.09 -1.55 0.001
H -2.91 1.41 -1.84 -0.001
H -0.23 2.72 -2.55 0.001
H -1.48 2.10 -3.62 0.001
H -0.54 0.98 -2.64 -0.001
H -3.70 1.55 0.12 0.006
H -2.97 2.92 0.95 0.004
H -3.75 0.86 2.34 -0.004
H -2.18 1.51 2.75 -0.001
H -1.80 -4.49 4.82 0.000
C 6.17 3.18 -0.92 0.000
C 4.91 2.37 -0.75 0.000
C 4.50 1.95 0.51 0.004
C 3.37 1.16 0.69 0.023
C 3.01 0.73 2.09 -0.001
C 2.65 0.81 -0.45 0.022
Se 1.22 -0.47 -0.23 0.026
C 3.02 1.21 -1.74 0.033
C 2.30 0.82 -3.01 0.005
C 4.15 2.01 -1.85 0.003
H 6.62 3.44 0.03 0.000
H 5.98 4.09 -1.48 0.000
H 6.91 2.61 -1.49 0.000
H 5.08 2.23 1.38 0.000
H 3.85 0.88 2.76 0.000
H 2.72 -0.32 2.14 0.002
H 2.18 1.32 2.48 0.001
H 1.31 0.41 -2.82 -0.004
H 2.88 0.07 -3.56 0.000
H 2.18 1.69 -3.66 0.000
H 4.46 2.34 -2.84 0.000
C -0.30 -2.99 -3.00 -0.002
N -1.43 -3.55 -2.25 -0.001
C -1.69 -4.90 -2.10 -0.001
C -2.84 -5.02 -1.40 -0.001
N -3.25 -3.73 -1.13 -0.001
C -2.39 -2.84 -1.64 0.008
S -2.61 -1.11 -1.59 -0.016
H 0.33 -3.82 -3.31 0.000
H 0.28 -2.32 -2.37 0.001
H -0.66 -2.46 -3.87 0.000
H -1.04 -5.65 -2.51 0.000
H -3.39 -5.89 -1.08 0.000
H -4.11 -3.47 -0.66 0.000
```

Its total charge is +2. Its expectation value of S² is 0.760. The value obtained for the max |F| is 0.0292 hartree/bohr. Its spin multiplicity is 2. As for the HOMO energy (spin up / spin down): -13.6889 / -13.6691 eV. The calculation puts the relative energy (zero: lowest compared OMol25 entry of this formula, charge and spin) at 6.8 kJ/mol. As for the calculated total energy: -4467.68751 Ha.

***

Formula: C25H32MnN2P2
Source: the Open Molecules 2025 dataset
Level of theory: wB97M-V/def2-TZVPD

The geometry in XYZ format:
```
62
Properties=species:S:1:pos:R:3:mulliken_spin:R:1
C -1.41 3.20 -2.89 0.009
C -1.21 1.90 -2.44 -0.030
C 0.11 1.39 -2.42 0.003
C 1.21 2.22 -2.84 -0.011
C 0.96 3.56 -3.24 0.002
C -0.34 4.02 -3.28 0.000
C 2.50 1.71 -2.83 0.000
C 2.69 0.33 -2.72 -0.007
C 1.58 -0.50 -2.34 -0.006
C 1.73 -1.90 -2.33 -0.027
C 2.98 -2.44 -2.62 0.010
C 4.09 -1.63 -2.93 0.001
C 3.95 -0.26 -2.97 -0.003
H -2.43 3.58 -2.91 -0.001
H 1.83 4.16 -3.54 0.000
H -0.54 5.03 -3.64 0.000
H 3.35 2.37 -2.99 0.000
H 3.09 -3.53 -2.59 -0.001
H 5.04 -2.10 -3.17 0.000
H 4.77 0.42 -3.25 0.000
N 0.41 0.13 -1.93 0.006
Mn -0.27 -0.35 -0.21 4.041
C -2.39 1.07 -1.92 0.000
H -2.44 0.10 -2.44 0.012
H -3.32 1.63 -2.07 0.002
C 0.57 -2.83 -1.97 -0.016
H -0.31 -2.63 -2.60 0.005
H 0.89 -3.87 -2.08 0.000
P -2.33 0.70 -0.12 -0.001
P 0.03 -2.65 -0.22 0.004
C 1.45 -3.30 0.73 -0.016
H 1.29 -3.15 1.80 0.003
H 1.61 -4.37 0.53 0.001
H 2.36 -2.75 0.44 0.006
C -1.39 -3.74 0.10 0.004
H -1.24 -4.73 -0.35 -0.001
H -1.53 -3.87 1.19 0.005
H -2.30 -3.29 -0.31 0.003
C -2.35 2.33 0.68 -0.006
H -3.28 2.87 0.46 0.001
H -2.23 2.21 1.76 -0.004
H -1.50 2.93 0.31 0.003
C -3.85 -0.16 0.37 0.001
H -3.98 -0.09 1.46 0.002
H -4.73 0.29 -0.13 0.000
H -3.78 -1.22 0.10 0.002
H 3.67 2.74 -0.55 0.000
H 3.47 2.19 -0.07 -0.001
N -0.89 -1.10 2.78 0.018
C -0.63 -0.31 3.88 0.007
C 0.64 -0.36 4.49 -0.002
C 0.90 0.41 5.62 -0.001
C -0.09 1.25 6.14 0.003
C -1.35 1.33 5.51 -0.002
C -1.61 0.56 4.38 0.003
H -0.28 -1.91 2.63 -0.022
H -1.86 -1.25 2.50 0.002
H 1.39 -1.05 4.09 -0.001
H 1.89 0.34 6.10 0.000
H 0.10 1.82 7.05 0.000
H -2.12 1.99 5.92 0.000
H -2.60 0.58 3.91 0.000
```

Its total charge is +1. Its expectation value of S² is 6.100. The value obtained for the max |F| is 0.0617 hartree/bohr. Its spin multiplicity is 5. As for the HOMO energy (spin up / spin down): -9.8375 / -8.4937 eV. The calculation puts the relative energy (zero: lowest compared OMol25 entry of this formula, charge and spin) at 0.0 kJ/mol. As for the calculated total energy: -2914.81797 Ha.

***

Formula: C25H32N4OS
Source: the Open Molecules 2025 dataset
Level of theory: wB97M-V/def2-TZVPD

The geometry in XYZ format:
```
63
Properties=species:S:1:pos:R:3:lowdin_charge:R:1
C -5.49 -1.12 1.26 -0.046
C -4.33 -0.23 0.97 -0.266
C -3.70 0.46 2.01 -0.013
C -2.63 1.30 1.79 -0.214
C -1.99 2.03 2.94 -0.030
C -2.14 1.46 0.48 -0.107
C -1.02 2.28 0.15 0.040
C -0.55 2.38 -1.12 -0.104
C 0.72 3.12 -1.43 -0.133
N 1.87 2.27 -1.18 -0.092
C 2.07 1.19 -2.13 -0.138
C 1.53 -0.17 -1.63 -0.146
C 1.21 -1.10 -2.81 -0.202
N 0.69 -2.40 -2.46 -0.273
C 1.62 -3.25 -1.75 -0.097
C -0.60 -2.36 -1.80 -0.100
C 2.46 2.29 0.04 -0.787
S 2.06 3.41 1.20 0.696
N 3.48 1.42 0.27 0.013
C 3.71 0.88 1.60 -0.167
C 2.83 -0.32 1.83 -0.214
C 3.34 -1.60 1.87 -0.046
C 2.50 -2.69 2.00 -0.097
C 1.13 -2.51 2.08 -0.099
C 0.60 -1.23 2.03 -0.076
C 1.45 -0.14 1.91 -0.045
C -1.20 1.68 -2.22 -0.434
O -0.85 1.70 -3.38 0.045
N -2.30 0.93 -1.85 0.178
C -2.78 0.77 -0.57 -0.173
C -3.86 -0.07 -0.32 0.018
H -5.22 -1.87 2.01 0.084
H -5.84 -1.63 0.37 0.075
H -6.32 -0.54 1.67 0.086
H -4.08 0.33 3.01 0.118
H -2.50 1.79 3.87 0.080
H -2.04 3.10 2.78 0.093
H -0.95 1.75 3.04 0.076
H -0.52 2.82 0.93 0.067
H 0.81 4.01 -0.80 0.075
H 0.73 3.41 -2.49 0.131
H 3.12 1.11 -2.40 0.130
H 1.51 1.46 -3.03 0.115
H 0.63 0.01 -1.05 0.103
H 2.25 -0.66 -0.97 0.095
H 0.47 -0.61 -3.45 0.113
H 2.12 -1.26 -3.40 0.124
H 1.23 -4.27 -1.75 0.084
H 2.58 -3.25 -2.28 0.086
H 1.80 -2.94 -0.71 0.064
H -1.27 -1.73 -2.38 0.075
H -0.56 -1.98 -0.77 0.075
H -1.01 -3.37 -1.78 0.085
H 3.70 0.77 -0.47 0.116
H 4.77 0.61 1.69 0.122
H 3.49 1.68 2.32 0.073
H 4.41 -1.75 1.81 0.109
H 2.91 -3.69 2.04 0.104
H 0.47 -3.36 2.17 0.104
H -0.47 -1.08 2.09 0.101
H 1.04 0.86 1.88 0.073
H -2.78 0.45 -2.60 0.162
H -4.33 -0.59 -1.15 0.117
```

The value obtained for the max |F| is 0.0194 hartree/bohr. As for the HOMO energy: -7.9941 eV. As for the structure (SMILES): Cc1cc(C)c2cc(CN(CCCN(C)C)C(=S)NCc3ccccc3)c(=O)[nH]c2c1. The calculation puts the relative energy (zero: lowest compared OMol25 entry of this formula, charge and spin) at 29.0 kJ/mol. As for the calculated total energy: -1664.34710 Ha.

***

Formula: C25H32NOSi
Source: the Open Molecules 2025 dataset
Level of theory: wB97M-V/def2-TZVPD

The geometry in XYZ format:
```
60
Properties=species:S:1:pos:R:3:lowdin_charge:R:1
C -0.32 -0.50 -5.25 -0.154
Si 0.50 1.08 -4.70 0.488
C 2.36 0.86 -4.59 -0.157
C 0.11 2.48 -5.88 -0.157
O -0.18 1.30 -3.12 -0.076
C 0.16 1.88 -1.97 -0.171
C 0.14 1.12 -0.73 -0.054
C 1.19 1.77 0.14 -0.188
C 1.93 2.82 -0.65 -0.152
C 1.15 3.02 -1.96 -0.084
H 0.13 -0.89 -6.18 0.048
H -0.24 -1.27 -4.47 0.039
H -1.39 -0.33 -5.45 0.043
H 2.73 0.40 -5.51 0.051
H 2.88 1.82 -4.46 0.032
H 2.62 0.20 -3.75 0.042
H 0.49 2.25 -6.89 0.051
H -0.98 2.64 -5.97 0.041
H 0.57 3.43 -5.57 0.034
H 0.25 0.01 -1.05 0.178
H 0.74 2.31 0.99 0.077
H 1.82 0.99 0.59 0.139
H 1.98 3.77 -0.11 0.116
H 2.95 2.49 -0.84 0.119
H 1.82 3.04 -2.84 0.115
H 0.60 3.98 -1.96 0.141
C -0.15 2.78 5.13 -0.001
N -0.25 1.68 4.20 -0.085
C -0.43 1.80 2.85 0.001
C -0.47 0.53 2.25 -0.116
C -0.77 0.31 0.83 -0.037
C -0.93 -1.15 0.48 -0.254
C 0.11 -2.06 0.68 -0.056
C -0.05 -3.39 0.29 -0.033
C -1.25 -3.84 -0.27 -0.264
C -1.40 -5.30 -0.62 -0.046
C -2.28 -2.92 -0.44 -0.025
C -2.14 -1.59 -0.08 -0.008
C -0.41 -0.44 3.37 -0.078
C -0.62 -1.82 3.58 -0.009
C -0.41 -2.36 4.87 -0.066
C -0.09 -1.56 5.98 -0.070
C 0.00 -0.18 5.81 -0.010
C -0.19 0.34 4.54 -0.164
H 0.17 2.40 6.10 0.080
H 0.59 3.50 4.76 0.102
H -1.10 3.30 5.27 0.107
H -0.56 2.79 2.40 0.151
H -1.56 0.97 0.45 0.140
H 1.02 -1.75 1.20 0.134
H 0.78 -4.08 0.42 0.124
H -2.36 -5.50 -1.11 0.080
H -0.59 -5.62 -1.31 0.089
H -1.33 -5.95 0.27 0.093
H -3.21 -3.25 -0.88 0.114
H -2.96 -0.88 -0.20 0.125
H -0.96 -2.47 2.79 0.101
H -0.52 -3.43 5.01 0.106
H 0.08 -2.01 6.95 0.111
H 0.25 0.48 6.63 0.105
```

Its total charge is +1. The value obtained for the max |F| is 0.0591 hartree/bohr. As for the HOMO energy: -10.5116 eV. As for the calculated total energy: -1391.05354 Ha.

***

Formula: C25H33Br2KN7SSe2
Source: the Open Molecules 2025 dataset
Level of theory: wB97M-V/def2-TZVPD

The geometry in XYZ format:
```
71
Properties=species:S:1:pos:R:3:lowdin_charge:R:1
K -3.29 -0.18 2.15 0.426
C 1.18 1.58 3.30 -0.042
C 0.06 0.72 2.81 -0.301
N -1.12 1.15 2.55 -0.072
N -1.43 2.42 2.87 -0.042
C -2.52 2.95 2.32 -0.931
N -3.01 4.02 3.03 0.042
S -3.24 2.60 0.80 0.487
C 0.24 -0.75 2.72 -0.223
C 1.45 -1.35 3.08 -0.029
C 1.56 -2.73 3.09 -0.083
C 0.46 -3.50 2.73 -0.080
C -0.69 -2.83 2.35 -0.142
N -0.81 -1.50 2.35 0.072
H 0.85 2.62 3.29 0.062
H 2.07 1.48 2.68 0.060
H 1.46 1.32 4.33 0.083
H -2.81 4.00 4.02 0.084
H -3.93 4.31 2.76 0.060
H 2.29 -0.73 3.37 0.100
H 2.48 -3.20 3.39 0.102
H 0.50 -4.58 2.72 0.098
H -1.57 -3.39 2.05 0.091
Br -5.08 -0.41 -1.07 0.580
C -5.69 -2.03 -0.22 -1.061
Br -4.24 -3.22 0.23 0.551
H -6.35 -2.55 -0.90 -0.005
H -6.18 -1.74 0.71 -0.106
C 2.98 -1.00 -3.59 -0.098
C 3.36 -2.33 -2.92 -0.246
C 2.22 -3.00 -2.15 -0.196
C 1.92 -2.43 -0.77 -0.166
N 1.49 -1.04 -0.77 -0.017
C 0.24 -0.60 -1.11 -0.681
Se -1.18 -1.64 -1.61 0.652
N 0.27 0.76 -0.99 -0.002
C -0.83 1.67 -1.29 -0.188
C -0.54 2.53 -2.52 -0.175
C -0.33 1.73 -3.81 -0.254
C -1.62 1.10 -4.35 -0.112
C 1.52 1.17 -0.54 -0.152
C 2.03 2.43 -0.26 -0.001
C 3.36 2.51 0.13 -0.094
C 4.15 1.36 0.25 -0.097
C 3.62 0.10 -0.01 -0.018
C 2.30 0.03 -0.40 -0.182
H 3.76 -0.67 -4.27 0.070
H 2.81 -0.20 -2.86 0.054
H 2.06 -1.12 -4.17 0.076
H 4.22 -2.17 -2.25 0.099
H 3.69 -3.02 -3.70 0.098
H 2.47 -4.06 -1.98 0.112
H 1.31 -2.98 -2.74 0.079
H 2.80 -2.49 -0.13 0.116
H 1.13 -3.01 -0.30 0.094
H -1.02 2.28 -0.41 0.048
H -1.71 1.05 -1.44 0.062
H 0.33 3.16 -2.34 0.094
H -1.40 3.20 -2.64 0.118
H 0.41 0.95 -3.64 0.088
H 0.08 2.40 -4.57 0.101
H -1.99 0.32 -3.68 0.018
H -1.46 0.65 -5.33 0.067
H -2.41 1.86 -4.45 0.074
H 1.41 3.32 -0.32 0.117
H 3.79 3.48 0.36 0.100
H 5.18 1.45 0.56 0.097
H 4.23 -0.79 0.10 0.105
Se -6.25 -1.54 3.35 0.374
C -5.70 -0.34 4.61 -1.000
N -5.35 0.45 5.39 -0.022
```

Its total charge is -1. The value obtained for the max |F| is 0.0153 hartree/bohr. As for the HOMO energy: -4.6005 eV. The calculation puts the relative energy (zero: lowest compared OMol25 entry of this formula, charge and spin) at 32.8 kJ/mol. As for the calculated total energy: -12304.92318 Ha.

***

Formula: C25H33Cl2N5OReSb
Source: the Open Molecules 2025 dataset
Level of theory: wB97M-V/def2-TZVPD

The geometry in XYZ format:
```
68
Properties=species:S:1:pos:R:3:mulliken_spin:R:1
Re -0.29 0.15 0.14 1.230
C -0.90 2.78 5.06 -0.003
C 0.07 3.12 4.13 0.002
C 0.41 2.22 3.12 -0.012
C -0.22 0.99 3.07 0.023
C -1.17 0.63 4.01 -0.020
C -1.52 1.53 5.01 0.002
N 0.10 0.03 2.03 -0.139
C 0.72 -1.17 2.47 -0.033
C 1.37 -1.33 3.68 -0.036
C 1.94 -2.57 3.96 0.013
C 1.86 -3.63 3.05 -0.027
C 1.19 -3.47 1.84 0.002
C 0.66 -2.23 1.57 0.010
N -0.16 -1.88 0.44 -0.005
N -0.85 -2.76 -0.09 -0.007
C -1.88 -2.18 -0.88 -0.011
C -2.72 -3.01 -1.58 -0.007
C -3.81 -2.43 -2.24 0.004
C -3.98 -1.06 -2.16 -0.007
C -3.07 -0.29 -1.43 0.000
N -2.03 -0.84 -0.80 0.008
H -1.16 3.48 5.84 0.000
H 0.58 4.07 4.20 0.000
H 1.20 2.46 2.42 0.005
H -1.65 -0.34 3.97 0.000
H -2.26 1.26 5.74 0.000
H 1.43 -0.52 4.39 -0.001
H 2.46 -2.72 4.90 0.000
H 2.31 -4.58 3.30 -0.001
H 1.09 -4.29 1.14 0.000
H -2.55 -4.07 -1.57 0.000
H -4.51 -3.04 -2.79 0.000
H -4.81 -0.57 -2.64 0.001
H -3.19 0.78 -1.36 0.002
Cl -0.43 2.64 0.05 0.010
C -2.01 3.17 0.82 -0.002
Cl -2.98 1.78 1.21 0.004
H -2.51 3.79 0.09 0.001
H -1.74 3.70 1.72 0.001
C -0.66 0.28 -5.48 0.001
N -0.62 0.79 -4.09 0.006
C -0.97 2.19 -3.87 0.000
C -0.23 0.02 -3.10 -0.002
C 0.11 -1.42 -3.37 0.010
O -0.13 0.50 -1.92 0.021
H -0.81 1.14 -6.14 0.000
H -1.49 -0.41 -5.61 0.000
H 0.27 -0.20 -5.74 0.000
H -1.79 2.45 -4.54 0.000
H -0.12 2.83 -4.10 0.000
H -1.28 2.34 -2.84 -0.001
H 1.00 -1.48 -4.00 -0.001
H -0.69 -1.93 -3.90 0.002
H 0.32 -1.93 -2.43 -0.003
C 3.13 -1.30 -1.24 -0.010
Sb 2.37 0.36 -0.21 -0.024
C 3.53 0.48 1.54 -0.002
C 2.93 2.03 -1.36 -0.001
H 4.22 -1.21 -1.28 -0.002
H 2.73 -1.32 -2.25 0.001
H 2.86 -2.22 -0.71 0.001
H 4.53 0.79 1.26 -0.001
H 3.58 -0.50 2.01 0.000
H 3.10 1.20 2.23 0.000
H 3.98 1.91 -1.62 -0.001
H 2.80 2.94 -0.78 0.000
H 2.33 2.08 -2.26 0.000
```

Its total charge is +3. Its expectation value of S² is 0.828. The value obtained for the max |F| is 0.0198 hartree/bohr. Its spin multiplicity is 2. As for the HOMO energy (spin up / spin down): -16.8620 / -16.8267 eV. The calculation puts the relative energy (zero: lowest compared OMol25 entry of this formula, charge and spin) at 0.0 kJ/mol. As for the calculated total energy: -2559.41859 Ha.